(1)
Computed, not measured: a cluster of 2 separate species, C31H62BrN3O2P2 in total at a distorted geometry, with ωB97M-V/def2-TZVPD.

Last column: Mulliken spin population.
Geometry (Å):
C: -3.849 5.736 6.713  0.000
P: -3.641 6.274 4.888  0.000
O: -5.244 6.064 4.167  0.000
P: -2.328 4.842 3.826  0.000
Br: -3.240 2.760 4.247  0.000
C: -2.418 5.299 1.937  0.000
C: -1.732 4.077 1.075  0.000
C: -2.334 3.902 -0.442  0.000
C: -3.951 3.623 -0.514  0.000
C: -4.374 2.043 -0.267  0.000
N: -4.317 1.607 1.181  0.000
C: -0.551 5.035 4.552  0.000
C: 0.589 4.341 3.549  0.000
C: 2.011 4.021 4.299  0.000
C: 2.999 2.980 3.467  0.000
C: 2.721 3.011 1.822  0.000
C: 3.917 2.346 0.934  0.000
C: 3.810 0.745 0.648  0.000
C: 2.299 0.123 0.582  0.000
C: 2.222 -1.106 -0.541  0.001
C: 0.664 -1.691 -0.504  0.013
C: 0.325 -2.363 0.963  0.000
C: -0.862 -1.418 1.646  0.000
N: -0.695 -1.500 3.150  0.000
C: -0.982 -0.286 4.010  0.000
C: -0.786 -0.581 5.611  0.000
C: -0.295 -2.159 5.643  -0.001
C: -0.260 -2.650 4.049  0.001
H: -3.382 6.592 7.375  0.000
H: -3.252 4.736 6.933  0.000
H: -4.997 5.646 7.015  0.000
H: -5.174 5.415 3.404  0.000
H: -1.862 6.320 1.805  0.000
H: -3.557 5.459 1.707  0.000
H: -1.734 3.080 1.716  0.000
H: -0.579 4.362 0.955  0.000
H: -2.038 4.804 -1.161  0.000
H: -1.803 2.946 -0.917  0.000
H: -4.281 3.864 -1.636  0.000
H: -4.600 4.321 0.165  0.000
H: -3.683 1.329 -0.906  0.000
H: -5.501 1.919 -0.628  0.000
H: -3.307 1.584 1.445  0.000
H: -4.855 2.282 1.771  0.000
H: -0.320 6.183 4.751  0.000
H: -0.524 4.394 5.559  0.000
H: 0.808 4.977 2.592  0.000
H: 0.113 3.292 3.243  0.000
H: 2.606 5.030 4.508  0.000
H: 1.733 3.569 5.363  0.000
H: 3.020 1.895 3.905  0.000
H: 4.096 3.432 3.594  0.000
H: 2.716 4.174 1.552  0.000
H: 1.639 2.630 1.593  0.000
H: 4.960 2.523 1.489  0.000
H: 4.002 2.915 -0.085  0.000
H: 4.291 0.563 -0.430  0.000
H: 4.486 0.089 1.382  0.000
H: 1.477 0.910 0.226  0.000
H: 1.986 -0.213 1.659  0.000
H: 2.443 -0.577 -1.588  0.000
H: 3.030 -1.919 -0.303  0.000
H: -0.035 -0.741 -0.665  0.000
H: 0.459 -2.423 -1.407  -0.012
H: -0.060 -3.470 0.906  0.000
H: 1.259 -2.275 1.693  0.000
H: -1.946 -1.759 1.369  0.000
H: -0.764 -0.281 1.342  0.000
H: -1.321 0.676 3.424  0.000
H: -0.964 0.187 6.477  0.000
H: -0.056 -2.767 6.617  0.000
H: 0.058 -3.716 3.685  0.000
C: 2.935 -6.325 -5.237  0.016
C: 1.486 -6.056 -4.750  0.016
C: 0.486 -6.719 -5.734  0.020
C: 0.421 -5.998 -7.077  -0.015
C: 0.117 -4.519 -6.891  0.016
C: 1.026 -3.797 -5.858  0.014
N: 1.240 -4.582 -4.598  0.292
O: 0.092 -4.425 -3.800  0.647
C: 2.403 -3.462 -6.486  0.016
C: 0.399 -2.380 -5.605  -0.017
C: 1.424 -6.817 -3.383  -0.009
H: 3.222 -7.370 -5.065  0.000
H: 3.080 -6.167 -6.305  0.001
H: 3.656 -5.704 -4.695  -0.008
H: -0.520 -6.741 -5.295  0.002
H: 0.763 -7.767 -5.907  0.001
H: 1.353 -6.126 -7.633  0.000
H: -0.365 -6.454 -7.693  0.002
H: 0.187 -4.018 -7.866  0.001
H: -0.934 -4.428 -6.582  0.004
H: 3.087 -3.039 -5.738  -0.007
H: 2.303 -2.716 -7.287  0.000
H: 2.891 -4.315 -6.952  0.001
H: -0.648 -2.436 -5.279  0.000
H: 0.403 -1.778 -6.520  0.000
H: 0.965 -1.826 -4.845  0.003
H: 2.153 -6.407 -2.675  0.001
H: 1.657 -7.880 -3.516  0.000
H: 0.434 -6.783 -2.915  -0.001

Properties
2S+1   2
Net charge   +1
LUMO energy   -0.15768 Ha

(2)
Computed, not measured: a cluster of 9 separate species, C31H62Cl16N3O4PS in total at a distorted geometry, with ωB97M-V/def2-TZVPD.

Last column: Löwdin charge in e.
Geometry (Å):
C: -1.301 -2.395 3.504  -0.131
C: -2.915 -2.155 3.233  -0.243
C: -3.395 -2.746 1.753  -0.275
C: -2.629 -1.948 0.510  -0.261
C: -3.472 -2.230 -0.906  -0.226
C: -3.155 -0.952 -1.899  -0.205
C: -2.613 -1.577 -3.325  -0.197
C: -0.956 -1.767 -3.299  -0.251
C: -0.316 -0.589 -4.288  -0.190
C: -0.385 0.808 -3.431  -0.214
C: 0.834 1.870 -3.756  -0.225
C: 0.809 3.019 -2.581  -0.318
C: 1.981 2.679 -1.497  -0.136
C: 2.127 3.815 -0.276  -0.280
C: 3.162 5.078 -0.547  -0.099
C: 3.123 5.677 -2.071  -0.107
C: 2.137 6.968 -2.293  -0.307
N: 0.906 7.023 -3.171  0.090
O: 2.501 8.113 -1.652  -0.104
C: 2.904 2.860 0.858  -0.241
C: 4.315 2.145 0.483  -0.439
S: 4.432 0.492 1.369  0.778
C: 3.337 -0.655 0.359  -0.528
C: 1.801 -0.796 0.924  -0.207
C: 2.754 3.854 2.147  -0.220
O: 3.637 4.338 3.026  0.005
N: 1.243 4.164 2.071  -0.023
C: 0.767 4.057 0.606  -0.284
P: -0.287 5.623 0.436  0.767
N: -1.149 5.755 -0.927  -0.197
O: 0.648 7.129 0.553  -0.227
O: -1.452 5.603 1.776  -0.241
H: -1.097 -3.285 4.240  0.076
H: -0.851 -1.399 3.962  0.072
H: -0.703 -2.627 2.512  0.059
H: -3.576 -2.694 4.041  0.101
H: -3.148 -0.995 3.238  0.087
H: -3.203 -3.918 1.713  0.051
H: -4.573 -2.589 1.701  0.051
H: -2.530 -0.806 0.759  0.041
H: -1.519 -2.360 0.380  0.089
H: -3.094 -3.227 -1.393  0.006
H: -4.633 -2.369 -0.701  0.073
H: -2.344 -0.276 -1.354  0.100
H: -4.120 -0.290 -2.086  0.091
H: -2.951 -0.828 -4.178  0.104
H: -3.121 -2.610 -3.586  0.093
H: -0.629 -2.848 -3.618  0.080
H: -0.641 -1.626 -2.176  0.045
H: -1.042 -0.540 -5.225  0.111
H: 0.747 -0.877 -4.681  0.108
H: -0.288 0.525 -2.284  0.101
H: -1.431 1.352 -3.541  0.098
H: 0.685 2.387 -4.803  0.098
H: 1.879 1.319 -3.665  0.118
H: 0.886 4.062 -3.104  0.030
H: -0.231 2.880 -2.013  0.089
H: 3.019 2.716 -2.084  0.128
H: 1.863 1.590 -1.071  0.107
H: 2.962 5.999 0.187  0.138
H: 4.304 4.795 -0.342  0.138
H: 2.889 4.898 -2.912  0.100
H: 4.228 6.069 -2.296  0.140
H: 0.320 7.867 -2.989  0.101
H: 0.316 6.166 -3.100  -0.004
H: 2.165 1.964 1.117  0.124
H: 5.181 2.829 0.939  0.107
H: 4.559 2.040 -0.655  0.091
H: 3.339 -0.229 -0.754  0.084
H: 3.788 -1.736 0.305  0.067
H: 1.006 -0.182 0.286  0.067
H: 1.475 -1.928 0.843  0.009
H: 1.671 -0.472 2.053  0.083
H: 0.884 3.262 2.473  0.062
H: 0.217 3.003 0.494  0.164
H: -0.906 4.928 -1.512  -0.094
H: 0.163 7.660 1.278  0.098
H: -1.424 4.688 2.184  0.061
C: 1.489 -4.667 -0.980  -0.983
Cl: 2.301 -4.545 0.586  0.512
Cl: 1.429 -3.096 -1.788  0.595
H: 2.037 -5.371 -1.611  0.033
H: 0.469 -5.026 -0.825  -0.035
C: 4.608 -5.605 3.833  -1.018
Cl: 3.637 -4.161 3.521  0.487
Cl: 3.686 -7.075 3.500  0.480
H: 5.491 -5.585 3.190  0.033
H: 4.915 -5.607 4.881  0.023
C: -6.292 -5.653 1.385  -0.998
Cl: -5.481 -5.532 2.951  0.519
Cl: -6.352 -4.082 0.576  0.550
H: -5.744 -6.357 0.754  0.025
H: -7.312 -6.013 1.540  0.029
C: -5.507 1.380 -0.166  -1.004
Cl: -6.873 0.380 -0.677  0.512
Cl: -4.547 0.560 1.073  0.593
H: -4.871 1.583 -1.031  0.004
H: -5.886 2.320 0.242  0.031
C: 1.275 3.345 5.338  -1.021
Cl: -0.091 2.346 4.827  0.504
Cl: 2.234 2.526 6.576  0.521
H: 1.911 3.549 4.472  -0.022
H: 0.896 4.285 5.745  0.040
C: 5.833 -10.062 5.324  -1.036
Cl: 6.104 -11.480 6.345  0.501
Cl: 5.080 -8.752 6.242  0.486
H: 6.793 -9.716 4.933  0.030
H: 5.176 -10.340 4.497  0.027
C: -2.775 4.341 -4.744  -0.950
Cl: -1.173 4.170 -4.016  0.681
Cl: -3.980 3.401 -3.855  0.514
H: -3.063 5.395 -4.727  0.037
H: -2.737 3.985 -5.776  0.035
C: -2.437 -6.203 -1.708  -0.969
Cl: -2.125 -5.140 -0.331  0.621
Cl: -3.757 -5.580 -2.706  0.541
H: -1.532 -6.270 -2.317  0.030
H: -2.708 -7.194 -1.338  0.032

Properties
SMILES string   CCCCCCCCCCCCC[C@@]1(CCC(N)=O)[C@H](P(=N)(O)O)NC(=O)[C@@H]1CSCC.ClCCl.ClCCl.ClCCl.ClCCl.ClCCl.ClCCl.ClCCl.ClCCl
LUMO energy   -0.00084 Ha
Energy relative to the best compared isomer or geometry (same formula, charge and spin)   173.33 kcal/mol

(3)
Computed, not measured: a cluster of 8 separate species, C31H62ClN4O23 in total at a distorted geometry, with ωB97M-V/def2-TZVPD.

Last column: Löwdin charge in e.
Geometry (Å):
C: -3.121 -5.615 -2.739  -0.056
C: -1.639 -6.077 -2.694  -0.228
O: -1.082 -5.847 -4.005  -0.184
C: -1.311 -6.991 -4.828  -0.196
C: -0.562 -6.828 -6.132  -0.166
O: -1.112 -5.793 -6.948  -0.085
C: -0.513 -4.551 -6.737  -0.203
N: -0.088 -4.027 -8.035  0.151
C: 0.814 -3.081 -8.169  -0.341
N: 1.124 -2.621 -9.402  0.187
C: 2.021 -1.699 -9.193  -0.087
N: 2.274 -1.548 -7.918  -0.070
C: 3.230 -0.543 -7.450  -0.616
Cl: 2.925 -0.037 -5.762  0.708
C: 4.701 -0.924 -7.648  -0.246
C: 5.274 -1.838 -6.544  -0.113
N: 1.511 -2.436 -7.246  0.209
H: -3.762 -6.491 -2.863  0.072
H: -3.350 -5.082 -1.814  0.070
H: -3.284 -4.949 -3.588  0.076
H: -1.542 -7.124 -2.391  0.116
H: -1.063 -5.470 -1.992  0.103
H: -0.856 -7.847 -4.303  0.133
H: -2.388 -7.152 -4.956  0.137
H: 0.508 -6.710 -5.920  0.133
H: -0.662 -7.767 -6.688  0.135
H: 0.299 -4.585 -6.000  0.128
H: -1.290 -3.897 -6.312  0.147
H: -0.562 -4.419 -8.836  0.175
H: 2.475 -1.108 -9.973  0.166
H: 3.061 0.360 -8.038  0.114
H: 4.910 -1.324 -8.645  0.117
H: 5.253 0.021 -7.584  0.119
H: 5.617 -1.265 -5.681  0.071
H: 4.519 -2.556 -6.205  0.065
H: 6.146 -2.383 -6.911  0.081
H: 1.488 -2.545 -6.241  0.176
C: -1.190 -6.152 3.809  -0.019
O: -0.720 -4.877 3.354  -0.003
C: -1.034 -4.589 2.093  -0.615
O: -1.657 -5.288 1.337  0.121
O: -0.538 -3.380 1.808  -0.020
C: -0.803 -2.935 0.478  -0.031
H: -0.870 -6.262 4.842  0.089
H: -2.277 -6.196 3.770  0.101
H: -0.753 -6.955 3.218  0.100
H: -1.876 -2.851 0.307  0.100
H: -0.351 -3.608 -0.250  0.086
H: -0.352 -1.951 0.375  0.094
C: -0.574 -5.020 8.975  -0.040
O: -1.011 -6.244 9.567  0.009
C: -0.890 -7.312 8.778  -0.619
O: -0.458 -7.316 7.652  0.110
O: -1.331 -8.375 9.450  0.009
C: -1.262 -9.603 8.724  -0.039
H: -0.723 -4.236 9.712  0.095
H: 0.485 -5.071 8.724  0.098
H: -1.165 -4.788 8.090  0.093
H: -0.231 -9.838 8.464  0.098
H: -1.880 -9.556 7.829  0.097
H: -1.646 -10.382 9.377  0.094
C: -1.653 2.545 4.389  -0.028
O: -1.654 1.304 5.100  0.019
C: -1.052 0.304 4.459  -0.599
O: -0.534 0.374 3.369  0.083
O: -1.120 -0.786 5.216  0.022
C: -0.491 -1.935 4.635  -0.024
H: -2.165 3.274 5.011  0.098
H: -0.634 2.890 4.217  0.088
H: -2.191 2.451 3.447  0.101
H: 0.573 -1.757 4.486  0.107
H: -0.967 -2.198 3.698  0.073
H: -0.612 -2.759 5.332  0.092
C: 1.934 3.513 -2.107  -0.038
O: 1.761 3.648 -0.699  -0.024
C: 1.753 2.487 -0.032  -0.624
O: 1.874 1.391 -0.519  0.117
O: 1.590 2.759 1.256  0.008
C: 1.559 1.606 2.111  -0.030
H: 1.926 4.511 -2.539  0.099
H: 2.891 3.044 -2.333  0.097
H: 1.115 2.941 -2.542  0.084
H: 2.502 1.062 2.054  0.105
H: 0.732 0.964 1.851  0.071
H: 1.421 1.960 3.127  0.087
C: -3.423 8.957 5.935  -0.040
O: -2.589 7.850 5.587  0.003
C: -2.290 7.775 4.289  -0.619
O: -2.657 8.536 3.433  0.129
O: -1.511 6.704 4.105  -0.002
C: -1.111 6.496 2.750  -0.037
H: -3.591 8.907 7.007  0.093
H: -2.930 9.899 5.699  0.098
H: -4.382 8.891 5.424  0.098
H: -0.526 7.340 2.386  0.098
H: -1.979 6.329 2.113  0.099
H: -0.488 5.604 2.724  0.084
C: 4.389 10.503 2.106  -0.040
O: 3.442 9.649 1.463  0.003
C: 3.655 8.346 1.659  -0.620
O: 4.547 7.865 2.309  0.125
O: 2.706 7.668 1.009  0.001
C: 2.810 6.248 1.132  -0.042
H: 4.108 11.526 1.872  0.093
H: 4.357 10.368 3.186  0.098
H: 5.393 10.318 1.729  0.098
H: 2.715 5.944 2.174  0.100
H: 3.752 5.893 0.715  0.101
H: 1.993 5.807 0.569  0.077
C: -1.839 2.844 -1.606  -0.044
O: -1.930 3.787 -2.673  -0.004
C: -2.650 4.876 -2.375  -0.618
O: -3.193 5.093 -1.325  0.130
O: -2.658 5.672 -3.444  0.003
C: -3.396 6.885 -3.267  -0.035
H: -1.235 2.008 -1.954  0.089
H: -1.347 3.289 -0.742  0.097
H: -2.825 2.469 -1.335  0.100
H: -2.965 7.483 -2.467  0.100
H: -4.444 6.670 -3.062  0.099
H: -3.327 7.440 -4.199  0.094

Properties
Net charge   +1
LUMO energy   -0.09868 Ha

(4)
Computed, not measured: a cluster of 9 separate species, C31H62O13 in total at a distorted geometry, with ωB97M-V/def2-TZVPD.

Last column: Löwdin charge in e.
Geometry (Å):
O: 21.417 23.005 55.505  0.096
C: 20.686 22.550 56.339  -0.549
O: 20.162 21.347 56.403  -0.049
C: 20.413 20.427 55.288  -0.134
C: 19.976 18.984 55.616  -0.019
C: 20.222 23.482 57.513  0.039
H: 21.569 20.347 55.254  0.132
H: 20.152 21.053 54.522  0.084
H: 20.096 18.250 54.898  0.049
H: 18.972 18.895 55.851  0.046
H: 20.519 18.650 56.534  0.078
H: 20.566 24.511 57.496  0.073
H: 20.738 23.268 58.372  0.017
H: 19.083 23.372 57.727  0.104
O: 21.268 21.639 60.603  0.025
C: 20.488 20.681 60.347  -0.522
O: 19.526 20.304 61.187  -0.013
C: 19.379 20.989 62.436  -0.219
C: 18.139 20.508 63.103  -0.059
C: 20.582 20.048 59.066  0.019
H: 19.330 22.068 61.896  0.175
H: 20.205 20.810 62.945  0.075
H: 18.483 19.472 63.116  0.093
H: 17.163 20.839 62.839  0.067
H: 18.015 20.999 64.108  0.099
H: 20.560 19.016 59.298  0.096
H: 21.509 20.342 58.566  0.098
H: 19.818 20.592 58.618  0.077
O: 20.177 27.828 49.841  0.119
C: 20.759 28.209 50.804  -0.551
O: 21.045 27.477 51.857  0.022
C: 20.936 26.065 51.831  -0.226
C: 21.277 25.570 53.128  -0.067
C: 21.159 29.716 51.055  0.003
H: 21.732 25.753 51.213  0.130
H: 20.126 25.735 51.540  0.050
H: 20.503 25.602 53.919  0.087
H: 22.003 26.050 53.660  0.055
H: 21.479 24.435 53.081  0.110
H: 20.437 30.236 51.711  0.071
H: 21.303 30.316 50.049  0.116
H: 22.042 29.934 51.701  0.073
O: 23.995 18.726 54.180  0.094
C: 23.311 18.327 53.280  -0.483
O: 22.785 19.180 52.344  -0.026
C: 22.952 20.602 52.414  -0.206
C: 22.127 21.369 51.396  -0.027
C: 22.979 16.875 53.113  0.048
H: 24.104 20.627 52.421  0.168
H: 22.573 20.891 53.271  0.036
H: 22.714 22.229 51.176  0.075
H: 21.087 21.520 51.749  0.098
H: 22.222 20.761 50.591  0.039
H: 21.994 16.913 52.800  0.067
H: 23.073 16.232 53.772  -0.009
H: 23.452 16.250 52.314  0.126
C: 23.786 23.294 58.567  -0.024
C: 25.157 23.318 59.181  -0.379
O: 26.192 24.075 58.785  -0.051
C: 25.373 22.464 60.453  -0.010
H: 23.257 23.667 59.446  0.077
H: 23.346 22.279 58.133  0.125
H: 23.835 23.914 57.745  0.050
H: 25.139 21.528 60.212  -0.005
H: 24.588 22.930 61.289  0.156
H: 26.406 22.512 60.666  0.060
C: 16.660 22.193 56.063  -0.016
C: 15.717 22.215 54.766  -0.357
O: 14.544 22.823 54.823  -0.022
C: 16.163 21.562 53.555  -0.033
H: 16.257 22.905 56.872  0.097
H: 17.637 22.509 55.887  0.009
H: 16.928 21.216 56.587  0.098
H: 16.429 20.588 53.632  0.054
H: 16.936 22.174 53.158  0.095
H: 15.329 21.472 52.928  0.077
C: 20.982 25.460 61.431  -0.038
C: 21.789 26.451 60.533  -0.322
O: 21.659 26.421 59.179  -0.071
C: 22.593 27.537 61.248  -0.023
H: 20.166 24.912 60.835  0.098
H: 20.492 25.975 62.249  0.059
H: 21.678 24.823 62.134  0.121
H: 23.156 28.333 60.692  0.109
H: 23.437 27.041 61.762  0.099
H: 22.029 27.939 61.925  0.005
C: 17.086 26.511 56.817  -0.029
C: 17.824 26.194 58.180  -0.275
O: 17.512 25.049 58.914  -0.101
C: 18.736 27.271 58.760  -0.031
H: 17.894 26.604 56.103  0.059
H: 16.436 27.376 56.978  0.073
H: 16.359 25.656 56.386  0.119
H: 19.488 27.577 58.154  0.040
H: 19.084 26.920 59.657  0.026
H: 18.360 28.316 58.887  0.115
C: 23.201 17.510 57.865  -0.013
C: 24.137 18.772 58.317  -0.375
O: 24.533 18.966 59.518  -0.002
C: 24.690 19.603 57.155  -0.043
H: 23.785 16.661 57.455  0.078
H: 22.585 17.722 57.071  -0.001
H: 22.738 17.079 58.830  0.103
H: 24.005 19.903 56.343  0.050
H: 25.540 18.915 56.602  0.156
H: 25.046 20.577 57.391  0.040

Properties
SMILES string   CCOC(C)=O.CCOC(C)=O.CCOC(C)=O.CCOC(C)=O.CC(C)=O.CC(C)=O.CC(C)=O.CC(C)=O.CC(C)=O
LUMO energy   0.00909 Ha
Energy relative to the best compared isomer or geometry (same formula, charge and spin)   30.84 kcal/mol

Calculated total energy in a.u., matching the order above: -4789.06345 -9785.77906 -3627.91197 -2196.03669